(1)
68
Properties=species:S:1:pos:R:3:forces:R:3 method="wB97M-V/def2-TZVPD" spin_multiplicity=3 homo_ev="-20.4 / -20.4" s_squared=2.054 lumo_energy_ev="-15.261 / -14.749" total_charge=+4 orbital_gap_ev="5.106 / 5.643" energy_ev=-54172.5957
Mo 0.3542 0.3172 0.8097 1.8409 1.4607 -1.4198
P 0.4426 -1.9667 0.0411 0.1451 -2.5787 -0.6962
P 2.4923 0.1483 2.0359 2.8276 -0.0667 2.2924
P -1.9614 0.6343 0.3976 -4.3780 0.6268 0.3581
H 1.8187 2.7308 0.3282 -0.2465 -0.3054 0.0866
C 0.7576 2.4837 0.4698 -0.7395 -0.2778 1.7817
C 0.2438 2.3205 1.8399 0.5748 0.7844 -1.2901
H 0.9465 2.4180 2.6704 -0.3735 -0.0481 -0.2397
C 1.0959 -1.6785 -1.6517 0.0051 0.3330 0.0357
C 1.5453 -3.2287 0.7660 0.2817 0.1324 0.2692
C -1.0709 -2.9661 -0.1500 -0.3487 0.1268 0.0032
C 3.2310 1.5624 2.9587 -0.7556 0.4042 -0.2197
C 3.0133 -1.1866 3.1908 -0.6943 -0.3807 0.0274
C 3.6977 -0.0137 0.6436 -0.9400 -0.1773 -0.9525
C -2.8346 2.2086 0.7726 0.7200 0.2706 0.1022
C -3.2646 -0.5146 0.9839 0.3897 -0.4635 0.1682
C -2.0584 0.5618 -1.4470 1.1445 -0.3351 -0.1986
H 0.1056 2.9444 -0.2847 0.0873 -0.3151 0.2128
H -0.7808 2.6387 2.0459 0.4138 -0.1692 0.0565
H 1.2152 -2.6333 -2.1875 -0.0387 0.2562 0.1979
H 2.0716 -1.1741 -1.6060 -0.1037 -0.2222 -0.0573
H 0.4233 -1.0298 -2.2302 0.0558 -0.2146 0.0329
H 1.5600 -4.1336 0.1370 -0.1056 0.3687 0.1244
H 1.1581 -3.5001 1.7585 0.0662 -0.0356 -0.2631
H 2.5719 -2.8620 0.8789 -0.2170 -0.1624 -0.0814
H -0.8406 -3.9317 -0.6310 0.0687 0.3988 0.1734
H -1.8295 -2.4478 -0.7479 0.1632 -0.1931 0.0988
H -1.4788 -3.1562 0.8538 0.1057 -0.0421 -0.2465
H 4.3025 1.3910 3.1316 -0.3001 -0.2217 -0.1563
H 2.7320 1.6517 3.9298 0.0955 0.0251 -0.0929
H 3.1134 2.5058 2.4145 0.1226 -0.1027 0.1172
H 4.1093 -1.3139 3.1616 -0.3891 0.2394 -0.1540
H 2.5443 -2.1450 2.9480 0.2016 0.1611 0.1560
H 2.7268 -0.9011 4.2118 0.0458 -0.0545 -0.2286
H 4.7192 0.1518 1.0152 -0.3603 0.0502 0.1913
H 3.4783 0.7377 -0.1279 0.2769 -0.1044 0.0563
H 3.6442 -1.0086 0.1824 0.0951 0.2414 0.1336
H -3.7975 2.2404 0.2447 0.2750 -0.2106 0.0861
H -2.2394 3.0809 0.4804 -0.2018 -0.0686 0.0142
H -3.0210 2.2564 1.8512 -0.0337 0.0030 -0.1482
H -4.2100 -0.3160 0.4497 0.4451 0.1122 0.1224
H -3.4117 -0.3395 2.0564 -0.0066 -0.0446 -0.1771
H -2.9841 -1.5608 0.8414 -0.1602 0.2380 0.0986
H -3.0480 0.9049 -1.7838 0.1568 -0.0184 0.4454
H -1.8927 -0.4595 -1.8175 -0.1121 0.2568 0.1077
H -1.2911 1.2151 -1.8891 -0.2423 -0.0729 -0.0043
C -0.8861 0.1427 -5.8097 0.3232 -2.3734 0.5980
C -0.2469 0.4724 -7.0302 0.4343 1.0328 -0.7621
C -0.0706 1.8203 -7.3383 0.1573 -1.3758 -0.4623
C -0.5567 2.8261 -6.4770 0.2394 0.2429 -0.3296
C -1.2493 2.4727 -5.3127 -0.9137 -1.4504 1.3693
C -1.4546 1.1260 -4.9943 -0.1770 2.1404 0.4995
O -0.8985 -1.1296 -5.3011 -0.0678 2.2608 -1.2485
H -0.5208 -1.7320 -5.9634 -0.0157 -0.2637 0.0365
H 0.1192 -0.3224 -7.6874 -0.0510 0.3338 0.1638
H 0.4517 2.1048 -8.2554 -0.1967 -0.1436 0.2933
H -0.4000 3.8784 -6.7218 -0.0526 -0.2989 0.0184
H -1.6412 3.2362 -4.6361 0.0906 -0.1637 -0.3983
H -2.0167 0.8121 -4.1136 0.1839 0.1563 -0.3606
C -1.3793 -0.9333 5.9880 0.1308 0.2409 -0.5579
C -0.8212 -0.6074 4.5926 -0.3032 0.3813 1.0844
O -0.8279 -1.7640 3.7331 1.2328 0.3148 -1.1003
H -2.4096 -1.2918 5.9153 0.1328 0.0919 0.0112
H -1.3581 -0.0119 6.5859 -0.0607 -0.3054 -0.0354
H -0.7832 -1.7026 6.4825 0.0095 0.1225 -0.0431
H -1.4613 0.1496 4.1109 0.2005 -0.0519 0.1424
H 0.2046 -0.1889 4.7133 -0.4409 -0.2390 -0.2650
H 0.1069 -1.9940 3.5728 -0.7128 -0.2563 0.4220

(2)
64
Properties=species:S:1:pos:R:3:forces:R:3 method="wB97M-V/def2-TZVPD" spin_multiplicity=1 homo_ev=-4.8 lumo_energy_ev=2.868 total_charge=-1 orbital_gap_ev=7.640 energy_ev=-23438.3184
C 0.1418 -2.8723 1.9990 -0.0088 -0.0506 0.0203
C 1.0827 -2.8281 3.2011 -0.0391 0.0885 0.0182
C 2.4847 -2.3194 2.8588 0.0283 -0.1254 -0.0182
C 2.5310 -0.8376 2.4507 -0.1768 0.0599 0.1944
C 3.2885 -0.5612 1.1589 0.1456 -0.0449 -0.0549
C 2.4858 -0.9184 -0.0832 -0.0758 -0.0706 0.0126
C 3.2630 -0.7565 -1.3887 0.0807 -0.0182 0.0475
C 2.3555 -0.7236 -2.6243 -0.1757 -0.0966 -0.0084
C 2.0502 0.6863 -3.1279 -0.0557 0.0196 0.0222
C 1.3938 1.5608 -2.0642 -0.0155 0.0142 0.0395
C 0.9353 2.9107 -2.6028 -0.0194 0.0304 0.0035
C 0.2141 3.8469 -1.6010 -0.0783 -0.0229 -0.0184
C 0.4780 3.6693 -0.0944 0.1513 0.1261 0.0013
C -0.1610 2.4868 0.6455 0.0440 -0.0753 0.0275
C -1.6308 2.2021 0.3442 -0.1030 0.0657 -0.0843
C -2.1133 0.9035 1.0055 -0.1189 -0.2599 0.4439
Ta -4.3437 0.5851 0.8986 0.9085 0.2318 -0.9837
C -4.2055 -0.7194 -1.0023 -0.0802 -0.0719 0.0554
C -3.1158 -1.7040 -1.0627 -0.0239 0.0842 0.1194
C -3.3419 -2.9708 -0.2712 0.0806 -0.1526 0.0283
N -2.0411 -1.4717 -1.7241 0.0747 -0.0524 0.0301
H 0.5183 -3.5681 1.2415 -0.0269 0.0323 0.0367
H 0.0327 -1.8949 1.5229 -0.0117 -0.0352 0.0415
H -0.8581 -3.1997 2.2931 0.0530 0.0228 -0.0391
H 0.6531 -2.1846 3.9798 0.0247 -0.0607 -0.0744
H 1.1612 -3.8300 3.6368 -0.0189 0.0440 -0.0124
H 3.1346 -2.4750 3.7271 0.0075 -0.0263 -0.0995
H 2.8989 -2.9395 2.0512 -0.0574 0.0492 0.0540
H 2.9786 -0.2545 3.2624 -0.0778 -0.0362 -0.0419
H 1.5043 -0.4677 2.3356 0.1079 0.0679 0.0278
H 3.5543 0.5018 1.1195 0.0358 -0.0597 -0.0753
H 4.2296 -1.1313 1.1600 -0.0279 0.1340 0.0139
H 1.5853 -0.2944 -0.1122 0.0568 -0.0798 0.0318
H 2.1322 -1.9553 -0.0045 -0.0115 0.1086 -0.0424
H 3.8522 0.1705 -1.3397 -0.0035 -0.1088 -0.0479
H 3.9813 -1.5806 -1.4761 0.0046 0.1103 0.0523
H 2.7878 -1.3199 -3.4342 0.0046 0.0895 0.0158
H 1.3977 -1.1978 -2.3694 0.1060 -0.0287 -0.0601
H 1.3672 0.6108 -3.9823 0.1185 0.0508 -0.0165
H 2.9761 1.1634 -3.4794 -0.0891 -0.0283 -0.0230
H 2.0907 1.7017 -1.2289 -0.1112 0.0063 -0.0248
H 0.5222 1.0255 -1.6762 -0.0018 -0.0126 0.0509
H 0.2584 2.6933 -3.4372 0.0262 0.1669 0.0114
H 1.7880 3.4437 -3.0437 0.0338 -0.1230 0.0927
H -0.8622 3.8013 -1.7906 0.0568 -0.0306 0.1422
H 0.5032 4.8784 -1.8308 -0.0484 -0.0713 -0.1075
H 0.1357 4.5927 0.3899 -0.0075 -0.0657 -0.0454
H 1.5636 3.6353 0.0780 -0.0828 0.0569 -0.0202
H -0.0699 2.6782 1.7233 0.0296 -0.0437 -0.0854
H 0.4017 1.5674 0.4662 0.0318 0.0025 -0.0509
H -1.7758 2.1211 -0.7402 -0.0230 0.0315 0.0721
H -2.2379 3.0550 0.6775 0.0452 -0.0336 -0.1131
H -1.8473 0.9221 2.0757 0.0031 -0.0078 -0.0876
H -1.5606 0.0595 0.5684 -0.0856 -0.0025 0.0152
H -4.7739 2.1467 -0.0267 -0.3330 0.1594 0.2150
H -6.1527 0.1240 1.0039 0.1216 -0.1714 0.1855
H -4.1401 -0.9068 1.9987 -0.2780 0.2324 0.1008
H -4.6101 1.4595 2.5140 -0.0684 -0.1850 -0.0982
H -5.1780 -1.2081 -1.1206 0.0086 0.0529 0.0782
H -4.0665 0.0091 -1.8137 -0.0727 0.0858 0.1427
H -4.1235 -3.5695 -0.7491 0.0245 0.0137 0.0152
H -2.4247 -3.5643 -0.2188 -0.0770 -0.0078 -0.0016
H -3.6831 -2.7337 0.7410 0.0538 0.0025 -0.1378
H -1.3959 -2.2538 -1.6077 0.0170 0.0195 0.0132